C30H39NO8PS4Y | ωB97M-V/def2-TZVPD

The geometry in XYZ format:
```
84
C30H39NO8PS4Y (ωB97M-V/def2-TZVPD)
Y 0.2687 0.9990 0.8558
S 3.1389 0.9438 0.6001
C 2.8105 2.5156 -0.0701
C 3.7856 3.4022 -0.5673
C 3.3916 4.5897 -1.1339
C 2.0327 4.9211 -1.2087
C 1.1335 4.0227 -0.6879
N 1.5136 2.8605 -0.1406
H 4.8279 3.1201 -0.5020
H 4.1388 5.2713 -1.5238
H 1.6934 5.8491 -1.6468
H 0.0669 4.2096 -0.6892
C -1.9524 -7.9806 -0.6131
C -1.4802 -8.5535 -1.9233
O -1.7339 -9.6716 -2.2846
S -0.4961 -7.5501 -3.0442
C -0.3214 -6.0084 -2.1982
C -1.1816 -4.9491 -2.4813
C -1.0376 -3.7336 -1.8304
C -0.0241 -3.5456 -0.8859
C 0.8380 -4.6107 -0.6101
C 0.6938 -5.8243 -1.2615
C 0.1512 -2.2806 -0.2292
C 0.3214 -1.2090 0.3337
H -2.3902 -6.9913 -0.7408
H -1.1038 -7.8690 0.0642
H -2.6722 -8.6743 -0.1879
H -1.9712 -5.0874 -3.2100
H -1.7148 -2.9155 -2.0432
H 1.6273 -4.4682 0.1164
H 1.3724 -6.6408 -1.0457
C -3.4358 2.6210 0.2105
S -2.3205 2.2386 1.4926
O -2.0217 0.7833 1.3553
O -2.9010 2.6338 2.7385
O -1.0376 2.9136 1.1377
H -4.3458 2.0480 0.3811
H -2.9859 2.3510 -0.7446
H -3.6442 3.6891 0.2571
C -2.3240 1.5370 -7.8387
C -1.6939 1.1748 -6.5182
C -1.0941 -0.0662 -6.3295
C -0.5156 -0.4070 -5.1130
C -0.5224 0.5203 -4.0842
C -1.1228 1.7619 -4.2385
C -1.7050 2.0777 -5.4550
S 0.2221 0.0835 -2.5476
C 1.8633 0.6870 -2.8411
O -0.3812 1.0810 -1.5502
H -2.3083 0.6949 -8.5299
H -1.7952 2.3665 -8.3122
H -3.3624 1.8471 -7.7097
H -1.0928 -0.7851 -7.1406
H -0.0781 -1.3892 -4.9693
H -1.1382 2.4561 -3.4086
H -2.1816 3.0437 -5.5835
H 1.7941 1.7663 -2.9908
H 2.2511 0.1874 -3.7299
H 2.4646 0.4436 -1.9620
C 2.8623 -0.5385 6.4592
C 2.9261 0.7640 5.7030
O 1.5859 1.1617 5.3224
P 1.2936 1.4079 3.7563
O 0.3348 0.1487 3.3366
C -0.8438 -0.2255 4.1351
C -0.6199 -1.6174 4.6595
O 0.0961 2.4862 3.8176
C 0.3904 3.8805 4.0255
C -0.0886 4.2928 5.3951
H 3.8380 -0.7679 6.8919
H 2.5786 -1.3620 5.8029
H 2.1354 -0.4755 7.2699
H 3.5521 0.6734 4.8114
H 3.3350 1.5674 6.3147
H -1.6960 -0.1645 3.4668
H -0.9723 0.5123 4.9243
H -0.4532 -2.3140 3.8373
H -1.5022 -1.9436 5.2155
H 0.2379 -1.6535 5.3315
H -0.1300 4.4146 3.2323
H 1.4640 4.0546 3.8948
H -1.1563 4.0915 5.4896
H 0.0786 5.3620 5.5454
H 0.4399 3.7437 6.1753
```

M: 789.79 g mol⁻¹
Orbital gap: 7.8 eV
HOMO: -7.50 eV
ΔE to the lowest compared entry with this formula, charge and spin: 69.57 kJ/mol

Mulliken atomic charge list, values in e, 6 entries: number 1, Y, carries 0.7314; number 2, S, carries -0.3868; number 3, C, carries 0.3881; number 4, C, carries -0.8628; number 5, C, carries -0.2095; number 6, C, carries -0.8736

---

C30H40AlCl52N4O | ωB97M-V/def2-TZVPD

The geometry in XYZ format:
```
128
C30H40AlCl52N4O (ωB97M-V/def2-TZVPD)
C 6.1513 -3.6699 0.9220
C 7.3186 -2.6413 0.5771
C 6.9573 -1.1261 0.9868
C 5.8370 -0.5100 0.0133
C 4.3484 -0.8344 0.5112
C 3.4537 0.5019 0.6005
C 3.2181 1.1658 -0.8525
C 1.7581 1.8793 -0.9145
C 0.9500 1.5790 -2.2748
C 0.5818 0.0439 -2.4966
C -0.9028 -0.3780 -2.0734
C -1.5869 0.5148 -0.9443
Al -2.7149 -0.6137 0.3844
C -3.3819 0.7373 1.8139
C -2.1490 1.1434 2.7751
N -2.7192 1.2306 4.1601
N -1.1021 0.1014 2.8412
N -1.5049 2.4221 2.3925
N -4.1387 -1.5983 -0.4697
C -5.3354 -1.4162 0.4384
C -3.8084 -3.0185 -0.3220
C -3.2581 -3.8923 -1.5454
O -3.8944 -3.6350 0.7727
H 6.4866 -4.7546 0.8200
H 5.3045 -3.5266 0.1847
H 5.7808 -3.4967 1.9771
H 8.2580 -2.9922 1.1298
H 7.5637 -2.7351 -0.5294
H 7.9029 -0.5102 0.8114
H 6.6395 -1.1080 2.0762
H 5.9236 0.6278 -0.0079
H 6.0545 -0.9497 -1.0159
H 3.8422 -1.6181 -0.1500
H 4.4302 -1.2976 1.5535
H 2.4713 0.1746 1.0824
H 3.9441 1.2204 1.3319
H 3.9751 2.0059 -0.9749
H 3.2972 0.3831 -1.6651
H 1.8835 3.0142 -0.8255
H 1.2091 1.5531 0.0200
H 1.6743 1.8632 -3.1179
H 0.0584 2.2756 -2.3812
H 0.6548 -0.1402 -3.6244
H 1.3841 -0.6047 -2.0288
H -1.5847 -0.4344 -2.9802
H -0.8217 -1.4382 -1.6393
H -0.8698 1.1044 -0.2932
H -2.3071 1.2877 -1.3971
H -1.7101 -1.6959 1.0138
H -3.6785 1.7019 1.2687
H -4.2777 0.3580 2.3961
H -1.9857 1.6049 4.7735
H -3.5414 1.8465 4.1238
H -1.4984 -0.8269 2.9976
H -0.4816 0.1272 2.0291
H -0.7531 2.6563 3.0652
H -1.0168 2.3608 1.4903
H -5.7590 -0.3588 0.3506
H -6.1434 -2.1941 0.2301
H -5.0689 -1.5404 1.5420
H -2.1303 -3.8018 -1.5754
H -3.5118 -4.9812 -1.3137
H -3.7252 -3.6064 -2.5332
C 3.1463 0.1338 -5.9167
Cl 3.2172 1.8357 -6.4191
Cl 4.3622 -0.8016 -6.8145
Cl 3.4782 0.0184 -4.1773
Cl 1.5314 -0.5167 -6.2599
C 6.4808 3.2872 -8.9588
Cl 5.4472 4.1735 -10.0989
Cl 6.9461 4.3609 -7.6229
Cl 5.5897 1.8954 -8.3136
Cl 7.9399 2.7210 -9.7994
C -6.1098 0.7789 6.7368
Cl -7.8835 0.6118 6.8444
Cl -5.6909 1.6137 5.2317
Cl -5.5191 1.7190 8.1275
Cl -5.3478 -0.8224 6.7536
C 9.7574 1.5637 -0.8956
Cl 10.0375 -0.1067 -1.4276
Cl 10.9835 2.6277 -1.6161
Cl 8.1417 2.0858 -1.4120
Cl 9.8703 1.6483 0.8741
C -7.9340 -3.1994 4.1685
Cl -9.2152 -3.1253 2.9406
Cl -6.4040 -3.6596 3.3975
Cl -7.7563 -1.6082 4.9373
Cl -8.3661 -4.4065 5.4002
C -2.6992 5.8656 0.3154
Cl -1.7895 7.3735 0.5561
Cl -3.6106 5.9620 -1.2062
Cl -1.5736 4.4996 0.2455
Cl -3.8269 5.6340 1.6661
C -11.9061 -5.4700 1.0536
Cl -11.9305 -3.7007 0.9132
Cl -10.5831 -5.9587 2.1283
Cl -13.4533 -6.0354 1.7250
Cl -11.6619 -6.1868 -0.5519
C 2.1806 -2.4438 3.6446
Cl 3.0917 -0.9391 3.8838
Cl 1.2624 -2.3354 2.1354
Cl 3.3080 -3.8147 3.5546
Cl 1.0663 -2.6826 5.0047
C 8.2282 6.2422 -12.0965
Cl 8.4890 4.5657 -12.6199
Cl 9.4801 7.2837 -12.8047
Cl 6.6284 6.7891 -12.6380
Cl 8.3172 6.3332 -10.3267
C -14.7265 -1.4544 3.1605
Cl -14.5077 -3.1209 2.5930
Cl -13.4743 -0.4185 2.4459
Cl -16.3303 -0.8670 2.6727
Cl -14.5929 -1.4087 4.9303
C 14.9104 3.9431 -1.0328
Cl 13.6431 3.9541 -2.2753
Cl 16.4646 3.5162 -1.7770
Cl 15.0298 5.5532 -0.2951
Cl 14.5034 2.7487 0.2152
C -10.1172 2.9729 9.4900
Cl -10.4800 4.6327 10.0082
Cl -11.1887 2.5252 8.1466
Cl -8.4289 2.8729 8.9566
Cl -10.3757 1.8595 10.8489
C 0.4000 -6.1315 -2.7719
Cl -0.6296 -5.2331 -3.9040
Cl 0.8463 -5.0777 -1.4161
Cl -0.4861 -7.5423 -2.1584
Cl 1.8695 -6.6739 -3.6102
```

M: 2343.22 g mol⁻¹
Orbital gap: 6.0 eV
HOMO: -5.06 eV
Net charge: -1
ΔE to the lowest compared entry with this formula, charge and spin: 282.48 kJ/mol

Mulliken atomic charge list, values in e, 6 entries: number 1, C, carries -0.7316; number 2, C, carries -0.6022; number 3, C, carries 0.1530; number 4, C, carries -0.1974; number 5, C, carries 0.0387; number 6, C, carries -0.0049